{
  "formula": "C24H37BF17NO20S3Zr2",
  "method": "the ωB97M-V functional and the def2-TZVPD basis",
  "species": ["Zr", "Zr", "N", "S", "O", "O", "F", "S", "O", "O", "F", "B", "H", "H", "H", "H", "O", "C", "C", "O", "H", "H", "H", "H", "C", "C", "O", "C", "O", "C", "F", "F", "F", "H", "H", "H", "H", "H", "C", "C", "O", "C", "O", "C", "F", "F", "F", "H", "H", "H", "H", "H", "C", "C", "O", "C", "O", "C", "F", "F", "F", "H", "H", "H", "H", "H", "C", "C", "O", "C", "O", "C", "F", "F", "F", "H", "H", "H", "H", "H", "C", "C", "O", "C", "O", "C", "F", "F", "F", "H", "H", "H", "H", "H", "C", "C", "O", "S", "O", "O", "O", "H", "H", "H", "H"],
  "positions_angstrom": [[14.57826, -15.04194, -21.27646], [15.66709, -10.73077, -21.22704], [16.99861, -9.18988, -21.40318], [18.40312, -8.81506, -22.07007], [19.63124, -9.15903, -21.36248], [18.38963, -7.81723, -23.12026], [18.25941, -10.07194, -23.11729], [17.18980, -7.68609, -20.50296], [16.86348, -6.52366, -21.22062], [18.09641, -7.61562, -19.35716], [15.78952, -7.87789, -19.71391], [15.06497, -11.24814, -23.32831], [14.58773, -11.32140, -24.29325], [14.30818, -10.86004, -22.66432], [15.36014, -12.19930, -22.91307], [15.90329, -10.57240, -23.25878], [17.33690, -12.18681, -21.17345], [18.29857, -13.05935, -21.74639], [17.88180, -14.51155, -22.35214], [16.66049, -15.14659, -21.99657], [19.09008, -13.34616, -21.05403], [18.84406, -12.47385, -22.48647], [18.74297, -15.17486, -22.27155], [17.86684, -14.45402, -23.44051], [17.93666, -19.04711, -24.80123], [16.96334, -18.04875, -24.13199], [15.66131, -18.70335, -23.99900], [14.66430, -18.23823, -23.13133], [14.69485, -17.19976, -22.44846], [13.43212, -19.16319, -23.17160], [13.74514, -20.41313, -23.20150], [12.76235, -18.97542, -22.04070], [12.66673, -18.80965, -24.23770], [18.95925, -18.70804, -24.63563], [17.61762, -19.10507, -25.84189], [17.84871, -20.02819, -24.33448], [16.90805, -17.14946, -24.74544], [17.28462, -17.66427, -23.16398], [19.05468, -17.91212, -19.01375], [18.22493, -16.65573, -19.31871], [17.81331, -16.02606, -18.11848], [16.69273, -15.22969, -18.20227], [15.93718, -15.18417, -19.19383], [16.39963, -14.36141, -16.92131], [15.75141, -15.09829, -15.94849], [17.49737, -13.86456, -16.35581], [15.59242, -13.31280, -17.27208], [18.41202, -18.55301, -18.41014], [19.95625, -17.66839, -18.45174], [19.33718, -18.46271, -19.91105], [17.31358, -16.96197, -19.83228], [18.76943, -15.94713, -19.94281], [22.80629, -12.73362, -22.00484], [22.20674, -11.96088, -20.83872], [22.24072, -12.81173, -19.76810], [22.16679, -12.38806, -18.49821], [22.26733, -11.18441, -18.19613], [22.11053, -13.52973, -17.46417], [21.61226, -14.67290, -17.99734], [23.39556, -13.78920, -17.12743], [21.30888, -13.16811, -16.47600], [23.07164, -12.14865, -22.88546], [22.21057, -13.61151, -22.25485], [23.79333, -13.12640, -21.76074], [21.15310, -11.78285, -21.05380], [22.60979, -10.96697, -20.64432], [25.71413, -16.98627, -25.24394], [24.39383, -17.84574, -25.27794], [23.59376, -17.67777, -23.98426], [23.33570, -16.49707, -23.41680], [23.75880, -15.38653, -23.75205], [22.32338, -16.65554, -22.26681], [21.14205, -15.99190, -22.46648], [22.09523, -17.93363, -22.02893], [22.89073, -16.19459, -21.12185], [25.61480, -15.90082, -25.23761], [26.45127, -17.11804, -26.03601], [26.33195, -17.31407, -24.40791], [24.68260, -18.87389, -25.49614], [23.83020, -17.56139, -26.16651], [15.14022, -9.75035, -15.07314], [15.37486, -10.08813, -16.54196], [16.74444, -10.33970, -16.68504], [17.31982, -10.56486, -17.87407], [16.66086, -10.64634, -18.93233], [18.89595, -10.91761, -17.78446], [19.65196, -10.04729, -18.50483], [19.31409, -10.98733, -16.55309], [19.05805, -12.12978, -18.35216], [15.66851, -8.81207, -14.90388], [15.43420, -10.56449, -14.41068], [14.09100, -9.57793, -14.83334], [14.83802, -9.32937, -17.11135], [14.87070, -11.02066, -16.79558], [20.37429, -14.01175, -25.52413], [21.75701, -13.81481, -26.15932], [22.00631, -14.69617, -27.22098], [20.97164, -15.97450, -27.02102], [21.44453, -17.01592, -26.12354], [20.50579, -16.54714, -28.27051], [19.82193, -15.12283, -26.24352], [19.68603, -13.18478, -25.69882], [20.38389, -14.24226, -24.45882], [22.56744, -14.12713, -25.50072], [21.88359, -12.82281, -26.59293]],
  "mulliken_spin": [1.1931, 0.0144, -0.0005, 0.0006, 0.0000, -0.0001, 0.0004, -0.0003, 0.0001, 0.0004, 0.0001, -0.0308, -0.0008, -0.0003, 0.0216, -0.0016, 0.0273, 0.0099, -0.0464, -0.2049, -0.0008, 0.0010, -0.0066, -0.0135, 0.0000, -0.0009, 0.0066, 0.0110, 0.0145, -0.0009, 0.0000, 0.0000, 0.0001, 0.0002, -0.0001, 0.0001, 0.0003, 0.0019, 0.0008, 0.0060, 0.0050, -0.0317, -0.0016, 0.0010, 0.0001, 0.0000, 0.0007, -0.0001, 0.0000, 0.0000, 0.0197, -0.0015, 0.0000, 0.0003, 0.0001, -0.0003, 0.0000, 0.0002, 0.0000, 0.0000, 0.0000, 0.0000, 0.0000, 0.0000, 0.0000, 0.0000, 0.0000, 0.0000, -0.0001, -0.0004, 0.0000, 0.0005, 0.0000, 0.0000, 0.0000, 0.0000, 0.0000, 0.0000, 0.0000, 0.0000, 0.0000, -0.0001, 0.0001, 0.0018, 0.0050, -0.0002, -0.0001, 0.0000, -0.0001, 0.0000, 0.0000, 0.0000, 0.0000, 0.0000, 0.0003, 0.0000, 0.0000, 0.0000, 0.0000, 0.0000, 0.0000, 0.0001, -0.0002, 0.0000, 0.0000],
  "homo_lumo_gap_ev": [3.62, 3.43],
  "energy_ha": -5506.09324,
  "spin_multiplicity": 2,
  "charge": 3,
  "s_squared": 0.768,
  "homo_ev": [-16.065, -16.065]
}

{
  "formula": "C24H37BN6O2PdSSi",
  "method": "the ωB97M-V functional and the def2-TZVPD basis",
  "species": ["Pd", "N", "C", "C", "N", "C", "C", "N", "C", "C", "N", "H", "H", "H", "H", "H", "H", "C", "C", "C", "O", "B", "O", "C", "C", "C", "H", "H", "H", "H", "H", "H", "H", "H", "H", "H", "H", "H", "C", "Si", "C", "C", "C", "C", "C", "C", "C", "H", "H", "H", "H", "H", "H", "H", "H", "H", "H", "H", "S", "C", "N", "C", "C", "C", "N", "H", "H", "H", "H", "H", "H", "H", "H"],
  "positions_angstrom": [[0.40348, -0.24918, 0.34794], [-2.12352, 0.54261, -3.72396], [-1.21913, 0.13462, -4.65287], [-0.06978, -0.14972, -3.96495], [-0.26067, 0.07752, -2.64546], [-1.50565, 0.51019, -2.51218], [-2.04156, 0.97677, -1.26770], [-1.29595, 1.17579, -0.17990], [-2.10845, 1.71947, 0.76055], [-3.36732, 1.84978, 0.24516], [-3.31389, 1.38303, -1.03313], [-3.07013, 0.82385, -3.92132], [-1.44140, 0.09034, -5.69762], [0.86876, -0.48907, -4.35060], [-1.74365, 2.00287, 1.72846], [-4.26792, 2.23053, 0.67929], [-4.09921, 1.32714, -1.66488], [-3.64238, -1.69494, 3.92512], [-2.34550, -0.92547, 3.70130], [-2.51143, 0.49512, 4.24433], [-2.09537, -0.79381, 2.27258], [-0.80169, -1.04557, 2.00100], [-0.11474, -1.49199, 3.10386], [-1.05034, -1.65174, 4.22079], [-0.40131, -1.02869, 5.45272], [-1.24842, -3.15091, 4.43077], [-4.47967, -1.11972, 3.53820], [-3.79148, -1.84070, 4.99166], [-3.64253, -2.66184, 3.43202], [-3.32671, 0.97841, 3.71142], [-1.60805, 1.08088, 4.09046], [-2.75623, 0.47184, 5.30188], [-0.11794, 0.00538, 5.27175], [0.49193, -1.59606, 5.70528], [-1.08619, -1.07125, 6.29491], [-1.65299, -3.61749, 3.53607], [-1.92380, -3.32997, 5.26133], [-0.29163, -3.61778, 4.65211], [2.96290, 0.92088, -2.37360], [2.12213, -0.52790, -1.39634], [1.95712, -2.23483, -2.34484], [3.60769, -1.16794, -0.20360], [4.93580, -1.01626, -0.53418], [5.90464, -1.61032, 0.26621], [5.52905, -2.36296, 1.36418], [4.18943, -2.51779, 1.68230], [3.22371, -1.90639, 0.89911], [3.53066, 0.52254, -3.20972], [3.63420, 1.49650, -1.74365], [2.22912, 1.61140, -2.77331], [2.68669, -2.26567, -3.14943], [0.96754, -2.36378, -2.77074], [2.15551, -3.07999, -1.69068], [5.23883, -0.47039, -1.41099], [6.94743, -1.51314, 0.00067], [6.28465, -2.84801, 1.96537], [3.87953, -3.12767, 2.51599], [2.16067, -2.03693, 1.13436], [1.68315, 1.50858, 1.75626], [2.72985, 0.82090, 2.94439], [2.39349, -0.28924, 3.57538], [3.20289, -0.84334, 4.64570], [4.66914, -0.48831, 4.42507], [4.80734, 1.01651, 4.22869], [3.86000, 1.46082, 3.21839], [1.48743, -0.72849, 3.37119], [3.05774, -1.92441, 4.66222], [2.86301, -0.44036, 5.60449], [5.03726, -1.00157, 3.53771], [5.26078, -0.80630, 5.28018], [5.81547, 1.27255, 3.89689], [4.62002, 1.54992, 5.16665], [4.05980, 2.31725, 2.72056]],
  "lowdin_charge": [0.5320, 0.1383, -0.0335, -0.1270, 0.0661, -0.2505, -0.2415, 0.0393, -0.1251, -0.0369, 0.1442, 0.1713, 0.1299, 0.1112, 0.1076, 0.1294, 0.1741, 0.0116, -0.4222, 0.0043, 0.1180, -0.4772, 0.0417, -0.4175, 0.0088, 0.0093, 0.1014, 0.1079, 0.0938, 0.0978, 0.0905, 0.1060, 0.0905, 0.0895, 0.1111, 0.1005, 0.1046, 0.1010, -0.1715, 0.7817, -0.1627, -0.3048, -0.0836, -0.0527, -0.0790, -0.0931, -0.1545, 0.0472, 0.0348, 0.0199, 0.0495, 0.0079, 0.0354, 0.1030, 0.1162, 0.1176, 0.1107, 0.0795, 0.7147, -0.7547, 0.0456, -0.1508, -0.1349, -0.1362, 0.0420, 0.0854, 0.1267, 0.1294, 0.0896, 0.1314, 0.1354, 0.1338, 0.1406],
  "homo_lumo_gap_ev": 5.62,
  "energy_ha": -2255.73735,
  "charge": 2,
  "homo_ev": -13.735
}

{
  "formula": "C24H37BeCl8F6N8O4S2",
  "method": "the ωB97M-V functional and the def2-TZVPD basis",
  "species": ["Be", "C", "F", "F", "F", "S", "O", "O", "N", "S", "O", "O", "C", "F", "F", "F", "C", "C", "N", "H", "H", "H", "C", "C", "N", "H", "H", "H", "C", "C", "N", "H", "H", "H", "C", "C", "N", "H", "H", "H", "C", "C", "N", "H", "H", "H", "C", "C", "N", "H", "H", "H", "C", "C", "N", "H", "H", "H", "Cl", "C", "C", "Cl", "H", "H", "H", "H", "Cl", "C", "C", "Cl", "H", "H", "H", "H", "Cl", "C", "C", "Cl", "H", "H", "H", "H", "Cl", "C", "C", "Cl", "H", "H", "H", "H"],
  "positions_angstrom": [[-2.81291, 1.19990, 1.92579], [-1.08273, -1.35671, -1.35886], [-2.19209, -2.04601, -1.21944], [-0.06013, -1.79473, -0.61262], [-0.68526, -1.39848, -2.60905], [-1.41851, 0.50244, -0.97214], [-0.72713, 1.30350, -1.95535], [-2.84688, 0.63608, -1.03113], [-0.95772, 0.66027, 0.69955], [0.59694, 1.08370, 0.69854], [1.46876, 0.41586, -0.26860], [0.77309, 2.50191, 0.70697], [1.18549, 0.29980, 2.34158], [2.46400, 0.52029, 2.52174], [0.47144, 0.86448, 3.32922], [0.85990, -0.98932, 2.41976], [-2.46494, -4.33733, -3.15442], [-3.37011, -4.66817, -2.07107], [-4.10224, -4.89835, -1.21173], [-1.52558, -3.96251, -2.75305], [-3.04399, -3.49750, -3.54795], [-2.29743, -5.13808, -3.86952], [0.83301, 2.15383, -4.65887], [0.55529, 2.60547, -6.01459], [0.42367, 3.02401, -7.07591], [0.72293, 1.07126, -4.72191], [0.11617, 2.56992, -3.95202], [1.81140, 2.49586, -4.32426], [0.14415, -2.69915, 4.98671], [0.64141, -2.33015, 6.27399], [1.06275, -1.91251, 7.25421], [0.95974, -2.64085, 4.26703], [-0.60757, -1.97119, 4.68129], [-0.25505, -3.71190, 5.02483], [0.52260, 5.24558, -1.08793], [1.28515, 6.39501, -0.63108], [1.98489, 7.24049, -0.28440], [-0.15801, 5.44292, -1.91485], [0.00218, 4.74667, -0.27371], [1.30106, 4.60283, -1.50506], [-6.10193, -2.03249, -0.55028], [-6.80449, -1.66711, -1.75857], [-7.30377, -1.36909, -2.74808], [-6.38708, -1.33053, 0.23311], [-5.04639, -2.10070, -0.80825], [-6.47269, -3.00780, -0.23361], [2.75832, -2.74051, -1.17965], [1.76777, -3.65475, -0.65575], [1.00263, -4.38339, -0.19632], [2.23237, -1.89031, -1.61064], [3.44345, -3.23572, -1.86565], [3.34755, -2.41225, -0.32185], [-2.70773, 0.90697, 7.08019], [-2.34267, 0.71445, 5.66436], [-2.12416, 0.58182, 4.54686], [-3.16946, 0.00468, 7.47492], [-3.42494, 1.72415, 7.15868], [-1.79714, 1.23995, 7.57773], [4.49241, 1.93526, -4.22025], [5.03271, 1.63008, -2.56803], [4.55515, 0.27947, -2.05400], [5.01514, 0.05709, -0.35177], [4.59684, 2.41724, -1.95285], [6.11270, 1.75209, -2.51653], [5.11737, -0.50641, -2.55658], [3.49070, 0.16802, -2.25118], [5.67984, -4.91278, 2.81114], [3.96157, -4.59478, 2.60239], [3.60997, -3.09662, 2.85563], [3.88644, -2.65326, 4.53505], [3.37661, -5.15189, 3.33268], [3.66196, -4.88915, 1.59799], [2.56157, -2.93498, 2.60504], [4.20532, -2.42574, 2.23692], [3.05975, 4.40901, 4.76591], [1.87135, 4.32104, 3.45450], [2.47924, 4.79688, 2.12904], [3.71691, 3.78913, 1.41478], [0.94774, 4.85208, 3.67700], [1.65225, 3.25758, 3.35821], [2.86684, 5.80718, 2.24946], [1.60587, 4.88483, 1.48367], [-5.14952, -0.88188, -6.44049], [-5.20802, 0.59214, -5.40506], [-4.49202, 0.38148, -4.06173], [-2.78008, 0.14843, -4.47058], [-6.28274, 0.75076, -5.32062], [-4.84860, 1.47090, -5.93670], [-4.75855, -0.48078, -3.45590], [-4.48410, 1.25105, -3.40609]],
  "lowdin_charge": [1.2210, -0.6436, 0.1701, 0.1114, 0.1531, 0.6427, -0.2577, -0.3253, -0.3197, 0.5798, -0.2588, -0.2692, -0.6484, 0.1911, 0.0836, 0.1343, -0.0506, -0.2906, 0.1380, 0.0636, 0.0863, 0.0972, -0.0887, -0.2832, 0.1351, 0.0801, 0.0565, 0.0291, -0.0775, -0.3132, 0.1460, 0.0368, 0.0577, 0.0960, -0.0729, -0.2878, 0.1546, 0.0866, 0.0559, 0.0878, -0.0747, -0.2882, 0.1555, 0.0752, 0.0551, 0.0881, -0.0615, -0.3043, 0.1477, 0.0618, 0.1012, 0.0566, -0.0058, -0.1985, 0.1360, 0.1039, 0.1003, 0.1065, 0.6092, -0.6667, -0.6643, 0.5855, 0.0601, 0.0770, 0.0682, 0.0513, 0.5767, -0.6674, -0.6894, 0.5996, 0.0675, 0.0568, 0.0367, 0.0548, 0.5729, -0.6599, -0.7105, 0.6054, 0.0783, 0.0248, 0.0703, 0.0257, 0.5258, -0.6372, -0.6294, 0.5831, 0.0619, 0.0719, 0.0351, 0.0639],
  "homo_lumo_gap_ev": 2.51,
  "energy_ha": -6766.98651,
  "charge": 1,
  "relative_energy_kj_mol": 0.00,
  "homo_ev": -12.399
}